[1]
{
  "formula": "C42H54KN4O2Si",
  "method": "ωB97M-V/def2-TZVPD",
  "total_charge": -1,
  "orbital_gap_ev": 5.1491,
  "lumo_energy_ev": 1.98,
  "largest_force_ev_per_a": 0.513,
  "homo_ha": -0.116,
  "e_above_lowest_kj_mol": 7.5,
  "symbols": ["K", "C", "Si", "C", "N", "C", "C", "C", "C", "C", "C", "C", "C", "C", "C", "C", "C", "C", "C", "C", "C", "C", "H", "H", "H", "H", "H", "H", "H", "H", "H", "H", "H", "H", "H", "H", "H", "H", "H", "H", "H", "H", "H", "H", "H", "H", "C", "C", "C", "C", "C", "C", "C", "C", "N", "C", "C", "C", "C", "N", "C", "C", "C", "C", "C", "C", "C", "C", "H", "H", "H", "H", "H", "H", "H", "H", "H", "H", "H", "H", "H", "H", "H", "H", "H", "H", "H", "H", "H", "H", "H", "H", "N", "C", "C", "C", "O", "O", "H", "H", "H", "H", "H", "H"],
  "positions_angstrom": [[-0.905, -1.252, -1.001], [1.133, -2.997, 0.164], [2.677, -2.137, 0.151], [2.671, -0.538, 1.207], [1.627, 0.455, 0.945], [1.699, 1.123, -0.360], [2.228, 2.565, -0.291], [3.332, 2.662, 0.756], [2.757, 2.332, 2.145], [1.509, 1.438, 2.011], [3.218, -1.688, -1.616], [2.346, -1.790, -2.700], [2.706, -1.349, -3.969], [3.959, -0.793, -4.179], [4.851, -0.690, -3.118], [4.481, -1.135, -1.857], [4.296, -2.957, 0.820], [4.942, -2.624, 2.011], [6.067, -3.312, 2.458], [6.582, -4.360, 1.713], [5.960, -4.715, 0.521], [4.838, -4.023, 0.091], [0.678, -3.217, 1.132], [1.011, -3.840, -0.520], [3.688, -0.103, 1.195], [2.523, -0.889, 2.238], [0.708, 1.143, -0.828], [2.349, 0.540, -1.011], [1.425, 3.261, -0.029], [2.587, 2.858, -1.281], [3.783, 3.657, 0.754], [4.125, 1.955, 0.498], [2.480, 3.253, 2.668], [3.513, 1.836, 2.758], [0.628, 2.049, 1.800], [1.317, 0.915, 2.951], [1.358, -2.214, -2.556], [1.994, -1.427, -4.781], [4.242, -0.439, -5.164], [5.834, -0.260, -3.275], [5.189, -1.053, -1.038], [4.568, -1.805, 2.616], [6.543, -3.023, 3.389], [7.459, -4.898, 2.055], [6.352, -5.533, -0.073], [4.365, -4.315, -0.842], [-0.520, -1.174, 3.183], [-1.586, -2.133, 2.734], [-1.620, -3.441, 3.194], [-2.547, -4.347, 2.704], [-3.439, -3.955, 1.722], [-3.439, -2.653, 1.228], [-4.326, -2.291, 0.064], [-2.530, -1.743, 1.778], [-2.418, -0.431, 1.245], [-3.250, 0.480, 1.511], [-4.452, 0.350, 2.407], [-3.021, 1.817, 0.858], [-4.236, 2.551, 0.360], [-1.823, 2.215, 0.782], [-1.454, 3.442, 0.193], [-1.095, 4.483, 1.056], [-1.229, 4.296, 2.540], [-0.613, 5.666, 0.512], [-0.477, 5.813, -0.860], [-0.823, 4.765, -1.698], [-1.311, 3.564, -1.195], [-1.645, 2.424, -2.116], [-0.108, -1.473, 4.146], [-0.886, -0.149, 3.251], [0.280, -1.166, 2.436], [-0.890, -3.755, 3.932], [-2.551, -5.367, 3.066], [-4.134, -4.674, 1.303], [-5.339, -2.671, 0.214], [-3.930, -2.729, -0.857], [-4.380, -1.218, -0.109], [-4.439, -0.603, 2.931], [-5.371, 0.412, 1.820], [-4.471, 1.166, 3.134], [-4.787, 1.906, -0.330], [-3.949, 3.465, -0.156], [-4.904, 2.802, 1.186], [-0.754, 3.366, 2.860], [-2.281, 4.229, 2.830], [-0.782, 5.130, 3.081], [-0.329, 6.474, 1.176], [-0.083, 6.733, -1.273], [-0.701, 4.868, -2.770], [-1.496, 2.719, -3.153], [-2.678, 2.087, -1.998], [-1.021, 1.546, -1.948], [-4.634, 0.387, -2.829], [-4.004, 0.321, -4.160], [-3.459, -1.069, -4.427], [-2.314, -1.449, -3.472], [-1.339, -0.657, -3.439], [-2.448, -2.502, -2.805], [-5.242, -0.416, -2.705], [-5.219, 1.213, -2.765], [-3.176, 1.031, -4.178], [-4.703, 0.595, -4.962], [-3.069, -1.101, -5.447], [-4.255, -1.815, -4.343]]
}


[2]
{
  "formula": "C9H7NO4P",
  "method": "ωB97M-V/def2-TZVPD",
  "total_charge": -1,
  "orbital_gap_ev": [5.0753, 6.0823],
  "lumo_energy_ev": [3.57, 0.60],
  "largest_force_ev_per_a": 4.332,
  "multiplicity": 3,
  "homo_ha": [-0.055, -0.202],
  "s2": 2.0191,
  "symbols": ["C", "C", "C", "C", "C", "C", "C", "C", "C", "N", "O", "O", "O", "O", "P", "H", "H", "H", "H", "H", "H", "H"],
  "positions_angstrom": [[-2.746, 0.198, -1.137], [-2.565, -1.044, -0.550], [-1.803, 1.208, -0.984], [-1.433, -1.316, 0.215], [-0.683, 0.934, -0.229], [-0.499, -0.314, 0.368], [0.514, 1.767, 0.061], [0.810, -0.285, 1.069], [2.720, 1.200, 1.014], [1.333, 0.990, 0.837], [4.322, -0.325, -1.488], [0.720, 2.920, -0.269], [1.285, -1.084, 1.841], [1.904, -0.985, -0.979], [3.267, -0.634, -0.504], [-3.633, 0.377, -1.731], [-3.305, -1.817, -0.699], [-1.925, 2.172, -1.453], [-1.279, -2.284, 0.664], [3.031, 2.165, 0.639], [3.056, 0.960, 2.014], [3.725, -1.524, 0.478]]
}


[3]
{
  "formula": "C31H50N4O3",
  "method": "ωB97M-V/def2-TZVPD",
  "total_charge": 2,
  "orbital_gap_ev": 4.1497,
  "lumo_energy_ev": -7.38,
  "largest_force_ev_per_a": 3.255,
  "homo_ha": -0.424,
  "symbols": ["C", "O", "C", "C", "C", "C", "C", "C", "N", "C", "C", "C", "C", "C", "C", "N", "C", "C", "C", "C", "C", "C", "C", "C", "C", "C", "H", "H", "H", "H", "H", "H", "H", "H", "H", "H", "H", "H", "H", "H", "H", "H", "H", "H", "H", "H", "H", "H", "H", "H", "H", "H", "H", "H", "C", "C", "C", "O", "C", "N", "H", "H", "H", "H", "H", "H", "H", "H", "H", "H", "H", "C", "C", "C", "O", "C", "N", "H", "H", "H", "H", "H", "H", "H", "H", "H", "H", "H"],
  "positions_angstrom": [[-5.184, 2.593, -1.252], [-3.898, 2.396, -1.848], [-2.867, 3.044, -1.068], [-1.509, 2.854, -1.881], [-0.403, 2.372, -0.855], [0.807, 1.602, -1.558], [1.255, 0.459, -0.531], [2.809, 0.152, -0.543], [3.300, 0.300, 0.879], [4.245, 1.251, 1.190], [4.727, 1.469, 2.564], [4.181, 0.645, 3.633], [4.533, 0.760, 5.127], [5.101, -0.314, 5.938], [5.332, -0.036, 7.361], [5.031, 1.181, 7.921], [5.220, 1.458, 9.361], [6.368, 2.174, 9.895], [6.438, 2.430, 11.349], [5.337, 1.958, 12.183], [4.183, 1.209, 11.668], [4.134, 0.965, 10.236], [4.526, 2.246, 7.179], [4.261, 2.077, 5.762], [3.192, -0.409, 3.270], [2.805, -0.517, 1.883], [-5.297, 3.598, -0.749], [-5.468, 1.771, -0.528], [-5.947, 2.578, -2.084], [-2.856, 2.499, -0.077], [-3.102, 4.118, -0.844], [-1.290, 3.851, -2.345], [-1.670, 2.066, -2.663], [-0.918, 1.642, -0.164], [-0.032, 3.282, -0.315], [1.708, 2.257, -1.698], [0.490, 1.083, -2.496], [0.726, -0.503, -0.775], [0.939, 0.831, 0.487], [3.032, -0.916, -0.830], [3.419, 0.831, -1.187], [4.667, 1.886, 0.372], [5.494, 2.245, 2.793], [5.329, -1.302, 5.479], [5.736, -0.801, 8.073], [7.171, 2.522, 9.198], [7.313, 2.997, 11.754], [5.388, 2.150, 13.279], [3.345, 0.826, 12.287], [3.275, 0.411, 9.772], [4.318, 3.222, 7.686], [3.857, 2.951, 5.202], [2.753, -1.063, 4.056], [2.036, -1.292, 1.629], [-1.220, -0.890, -4.635], [0.183, -1.486, -4.700], [0.350, -2.549, -5.801], [-0.215, -3.811, -5.484], [-1.612, -3.911, -5.723], [0.536, -2.022, -3.376], [-1.943, -1.565, -4.177], [-1.215, 0.024, -4.032], [-1.581, -0.627, -5.631], [0.871, -0.666, -4.931], [1.421, -2.734, -5.932], [-0.023, -2.188, -6.767], [-1.923, -3.331, -6.596], [-2.169, -3.594, -4.839], [-1.849, -4.960, -5.903], [1.505, -2.335, -3.401], [0.009, -2.886, -3.250], [-5.906, -2.406, -4.220], [-5.814, -1.401, -5.365], [-7.066, -1.376, -6.262], [-7.156, -2.463, -7.170], [-7.689, -3.655, -6.617], [-4.598, -1.674, -6.140], [-5.762, -3.435, -4.553], [-5.130, -2.202, -3.476], [-6.873, -2.340, -3.716], [-5.717, -0.408, -4.914], [-7.014, -0.479, -6.885], [-7.984, -1.289, -5.668], [-8.459, -3.451, -5.867], [-6.891, -4.264, -6.187], [-8.141, -4.229, -7.428], [-4.492, -0.947, -6.845], [-4.773, -2.515, -6.689]]
}


What did the second record say?
{
  "formula": "C9H7NO4P",
  "method": "ωB97M-V/def2-TZVPD",
  "total_charge": -1,
  "orbital_gap_ev": [5.0753, 6.0823],
  "lumo_energy_ev": [3.57, 0.60],
  "largest_force_ev_per_a": 4.332,
  "multiplicity": 3,
  "homo_ha": [-0.055, -0.202],
  "s2": 2.0191,
  "symbols": ["C", "C", "C", "C", "C", "C", "C", "C", "C", "N", "O", "O", "O", "O", "P", "H", "H", "H", "H", "H", "H", "H"],
  "positions_angstrom": [[-2.746, 0.198, -1.137], [-2.565, -1.044, -0.550], [-1.803, 1.208, -0.984], [-1.433, -1.316, 0.215], [-0.683, 0.934, -0.229], [-0.499, -0.314, 0.368], [0.514, 1.767, 0.061], [0.810, -0.285, 1.069], [2.720, 1.200, 1.014], [1.333, 0.990, 0.837], [4.322, -0.325, -1.488], [0.720, 2.920, -0.269], [1.285, -1.084, 1.841], [1.904, -0.985, -0.979], [3.267, -0.634, -0.504], [-3.633, 0.377, -1.731], [-3.305, -1.817, -0.699], [-1.925, 2.172, -1.453], [-1.279, -2.284, 0.664], [3.031, 2.165, 0.639], [3.056, 0.960, 2.014], [3.725, -1.524, 0.478]]
}